# 1
A molecular structure, C19H21IMnN2O3S. Source: the Open Molecules 2025 dataset; level of theory: ωB97M-V/def2-TZVPD.

```
! wB97M-V def2-TZVPD RIJCOSX def2/J DEFGRID3
* xyz 0 6
C 2.2490 -2.7183 -2.5946
C 0.8237 -3.2742 -2.4915
H 2.3046 -1.9626 -3.3979
H 2.9346 -3.5199 -2.9068
H 2.6165 -2.2840 -1.6556
H 0.0536 -2.5186 -2.2906
H 0.5869 -3.7540 -3.4491
H 0.7968 -4.0576 -1.7225
C 1.3512 2.4953 -0.2115
C 1.2418 3.8526 0.0804
C -0.0149 4.3873 0.3856
C -1.1005 3.5122 0.4345
H 2.2991 2.0462 -0.4970
H 2.1522 4.4477 0.0567
H -0.1295 5.4432 0.5840
H -2.0927 3.8654 0.6846
N 0.2782 1.6840 -0.2025
C -0.9359 2.1555 0.1536
C -1.9616 1.1350 0.3227
N -1.6077 -0.1355 -0.0171
C -2.3824 -1.1456 0.4228
C -4.0324 0.3519 1.2879
C -3.6231 -0.9538 1.0340
H -1.9739 -2.1405 0.2994
H -4.2442 -1.8011 1.3179
C -3.1771 1.3920 0.9512
H -3.4233 2.4193 1.1747
H -4.9948 0.5631 1.7465
Mn 0.3943 -0.3637 -0.8033
I 1.2262 0.3377 -3.0840
C 6.0513 -3.2263 4.3804
C 4.7259 -2.8468 3.7834
C 3.6045 -2.6627 4.6173
C 2.4033 -2.1682 4.0918
C 2.3439 -1.8585 2.7224
C 3.4012 -2.1830 1.8607
C 4.5803 -2.6875 2.4082
S 0.8492 -1.1318 2.0841
O 0.9981 -1.5781 0.6185
O -0.2639 -1.7626 2.7530
O 0.9768 0.3074 2.2127
H 6.3979 -2.4594 5.0818
H 6.0175 -4.1709 4.9348
H 6.8040 -3.3267 3.5927
H 3.6956 -2.9096 5.6822
H 1.5215 -2.0177 4.7253
H 3.2926 -2.0552 0.7852
H 5.4121 -2.9424 1.7486
*
```

Summary:
* Kohn-Sham gap (alpha / beta): 7.239 / 7.347 eV
* <S²>: 8.7577
* LUMO energy (alpha / beta): -0.79 / -0.92 eV

Here are the Mulliken charges for atoms 1 to 5, given in e:
1. C -0.75
2. C -0.59
3. H 0.18
4. H 0.37
5. H 0.12



# 2
A single C19H21N3O5 molecule. Source: the Open Molecules 2025 dataset; level of theory: ωB97M-V/def2-TZVPD.

```
! wB97M-V def2-TZVPD RIJCOSX def2/J DEFGRID3
* xyz 0 1
C 10.0788 1.2505 -0.0936
C 8.9831 0.1965 0.0023
C 7.5939 0.8227 -0.0725
C 6.4873 -0.2232 0.0252
C 5.1079 0.4143 -0.0545
O 4.9242 1.6013 -0.1893
N 4.1115 -0.5150 0.0438
C 2.7297 -0.3263 0.0176
C 2.1184 0.9103 -0.1202
C 0.7397 1.0265 -0.1373
C -0.0499 -0.1070 -0.0143
C 0.5515 -1.3610 0.1245
C 1.9271 -1.4796 0.1417
O 2.6084 -2.6641 0.2738
C 1.8690 -3.8527 0.4097
H 2.6061 -4.6486 0.5034
H 1.2460 -4.0407 -0.4705
H 1.2418 -3.8350 1.3065
H -0.0762 -2.2347 0.2189
N -1.4500 -0.0720 -0.0307
C -2.2729 1.0126 -0.0518
O -1.9108 2.1691 -0.0537
C -3.7302 0.6541 -0.0536
C -4.2351 -0.4473 -0.7430
C -5.5909 -0.7086 -0.7339
C -6.4419 0.1337 -0.0284
C -5.9565 1.2472 0.6472
C -4.6015 1.5062 0.6232
H -4.1925 2.3703 1.1234
H -6.6462 1.8893 1.1731
N -7.8570 -0.1503 -0.0075
O -8.5722 0.6036 0.6153
O -8.2414 -1.1290 -0.6113
H -6.0060 -1.5518 -1.2649
H -3.5795 -1.0859 -1.3169
H -1.8914 -0.9779 0.0460
H 0.2800 1.9935 -0.2419
H 2.7355 1.7874 -0.2149
H 4.3777 -1.4843 0.1535
H 6.5839 -0.9485 -0.7875
H 6.5673 -0.7670 0.9704
H 7.4835 1.3672 -1.0117
H 7.4698 1.5450 0.7360
H 9.1012 -0.5239 -0.8111
H 9.0859 -0.3483 0.9442
H 10.0040 1.7922 -1.0336
H 9.9897 1.9665 0.7201
H 11.0621 0.7887 -0.0396
*
```

Summary:
* Kohn-Sham gap: 7.081 eV
* LUMO energy: -0.89 eV

Here are the Mulliken charges for atoms 1 to 5, given in e:
1. C -1.33
2. C -0.30
3. C -0.57
4. C -0.80
5. C 0.51



# 3
A single C19H21N5O4S2 molecule. Source: the Open Molecules 2025 dataset; level of theory: ωB97M-V/def2-TZVPD.

```
! wB97M-V def2-TZVPD RIJCOSX def2/J DEFGRID3
* xyz 0 1
C 2.4574 0.1044 1.6572
C 1.8073 -1.1338 1.0976
O 1.5042 -1.2746 -0.0729
N 1.5731 -2.1008 2.0144
H 1.7833 -1.9360 2.9848
C 0.9298 -3.3564 1.6566
C 1.7156 -3.9824 0.5051
O 2.8288 -4.4157 0.6256
N 1.0581 -4.0024 -0.7086
C -0.1115 -3.3195 -0.8912
N -0.9129 -2.9698 0.0409
C -0.5738 -3.1170 1.3575
O -1.3649 -3.0132 2.2556
S -0.5272 -2.9588 -2.5375
C -2.0766 -2.0640 -2.2574
H -2.8016 -2.7481 -1.8169
C -1.9665 -0.8453 -1.3541
O -2.9189 -0.4618 -0.7126
N -0.7928 -0.1711 -1.3890
C -0.5984 0.9495 -0.6075
C 0.5259 1.7447 -0.5918
C 1.6403 1.5233 -1.4104
N 2.5565 1.3677 -2.0857
C 0.4171 2.8238 0.3416
C -0.7757 2.8085 0.9949
S -1.8086 1.4967 0.4852
C -1.2692 3.8283 1.9575
H -1.9494 3.3661 2.6749
H -0.4219 4.2405 2.5089
C -2.0109 4.9607 1.2298
C -1.2735 5.5008 0.0033
H -1.8812 6.3104 -0.4066
H -1.2267 4.7224 -0.7597
C 0.1435 6.0246 0.2835
H 0.2567 7.0004 -0.1941
C 1.2710 5.1349 -0.2459
H 2.2005 5.7086 -0.2104
H 1.0793 4.8892 -1.2928
C 1.5024 3.8356 0.5382
H 1.5998 4.0737 1.6003
H 2.4466 3.4007 0.2014
H 0.2775 6.1804 1.3554
H -2.9838 4.5869 0.9035
H -2.1853 5.7731 1.9383
H 0.0302 -0.5499 -1.8437
H -2.4224 -1.7531 -3.2454
H 1.6000 -4.2918 -1.5158
H 0.9988 -4.0241 2.5210
H 2.9280 0.6543 0.8470
H 3.2000 -0.1500 2.4084
H 1.6939 0.7356 2.1102
*
```

Summary:
* Kohn-Sham gap: 7.841 eV
* LUMO energy: -0.32 eV

Here are the Mulliken charges for atoms 1 to 5, given in e:
1. C -1.43
2. C 0.80
3. O -0.56
4. N -0.21
5. H 0.27



# 4
A single C19H21N5O4S2 molecule. Source: the Open Molecules 2025 dataset; level of theory: ωB97M-V/def2-TZVPD.

```
! wB97M-V def2-TZVPD RIJCOSX def2/J DEFGRID3
* xyz 0 1
O 0.8992 3.3517 -2.7224
C 0.2260 2.7119 -1.8941
N -1.1281 2.7736 -1.6826
C -1.8802 2.2659 -0.8663
N -3.0484 1.8628 -1.3775
N -3.5689 1.2950 -0.1980
C -2.9094 1.4372 1.0182
S -3.7030 0.5164 2.2789
C -2.1303 -0.1129 3.0776
H -1.6181 0.8317 3.5099
H -2.3958 -0.8342 4.0836
C -1.2287 -0.9600 2.0817
O -0.3517 -0.2100 1.6058
N -1.7483 -2.1077 1.8403
C -3.0556 -2.6820 1.9345
H -3.4957 -2.0144 2.8788
H -2.8859 -3.4953 2.4357
C -3.7843 -2.6602 0.7936
O -3.2331 -3.5865 -0.2204
C -1.8221 -2.8553 -0.3987
H -1.3809 -3.4958 -1.3631
C -0.8546 -2.8032 0.8841
H -0.0399 -2.3624 0.6213
H -0.7121 -3.7654 1.2745
H -2.0919 -2.0889 -1.0752
H -4.8488 -3.3042 0.9405
H -4.0937 -1.5523 0.3306
S -1.5008 1.9425 0.9093
H -1.3495 3.4501 -2.4193
C 1.0445 1.7568 -0.9816
C 0.5175 0.1577 -1.2716
C 1.7343 -0.6406 -1.2191
O 1.6682 -1.8518 -0.9096
N 2.8519 0.2703 -1.2017
C 4.2043 -0.2227 -1.0576
C 4.4795 -1.6731 -0.2933
C 5.7245 -1.9829 -0.4487
C 6.9013 -1.0621 -0.5665
C 6.5559 0.0295 -1.4021
C 5.3708 0.4094 -1.4447
H 4.9680 1.5548 -1.8913
H 7.5281 0.6997 -1.6310
H 7.9455 -1.4158 -0.7437
H 6.0507 -2.7121 0.1407
H 3.7770 -2.1869 -0.0879
C 2.3932 1.6104 -1.3551
H 2.6438 1.9465 -2.3919
H 3.0409 2.3405 -0.7092
H -0.2775 -0.1390 -0.6037
H 0.2814 0.0994 -2.2499
H 0.9047 1.9097 -0.0116
*
```

Summary:
* Kohn-Sham gap: 8.229 eV
* LUMO energy: 0.03 eV

Here are the Mulliken charges for atoms 1 to 5, given in e:
1. O -0.69
2. C 0.14
3. N 0.12
4. C 0.42
5. N -0.64



# 5
2 unconnected molecules or ions with the total composition C19H21N7O4. Source: the Open Molecules 2025 dataset; level of theory: ωB97M-V/def2-TZVPD.

```
! wB97M-V def2-TZVPD RIJCOSX def2/J DEFGRID3
* xyz 0 1
N -1.3434 -6.8418 2.6744
C -0.9673 -5.8225 2.2467
C -0.4751 -4.5757 1.7519
C 0.8460 -4.1316 1.6938
C 1.1353 -2.7681 1.4071
N 2.4539 -2.2613 1.6662
O 3.3183 -3.0483 2.1131
O 2.6841 -1.0413 1.4680
C 0.1108 -1.8515 1.1142
C -1.2074 -2.2573 1.3262
N -2.2665 -1.5463 1.9205
O -2.4538 -0.3719 2.2041
O -3.1875 -2.5455 2.4017
N -2.7171 -3.8326 2.1476
C -1.5158 -3.6192 1.5705
H 1.6581 -4.8235 1.8948
H 0.3373 -0.8460 0.7843
C 3.3854 2.8705 -0.4322
N 2.1931 2.1740 -0.8877
C 2.2239 1.6241 -2.2335
C 1.1587 1.8174 -0.0805
N 0.3402 0.8695 -0.5189
C -1.0860 0.9657 -0.4054
C -1.7373 0.5140 -1.7026
C -1.6140 -0.8076 -2.1348
C -2.2570 -1.2200 -3.3108
C -2.9824 -0.2900 -4.0698
C -3.0468 1.0508 -3.6640
C -2.4230 1.4514 -2.4784
N 1.0758 2.4084 1.1603
C 1.3364 3.8273 1.3679
C 0.3065 1.7734 2.2190
H 3.6118 2.6090 0.6085
H 4.2223 2.5472 -1.0635
H 3.2919 3.9640 -0.5308
H 1.4786 0.8213 -2.2684
H 1.9640 2.3898 -2.9798
H 3.2260 1.2384 -2.4490
H -1.3999 0.2756 0.3917
H -1.4904 1.9668 -0.1582
H -0.9969 -1.4999 -1.5587
H -2.1961 -2.2665 -3.6151
H -3.4821 -0.6047 -4.9886
H -3.5933 1.7879 -4.2556
H -2.4438 2.4934 -2.1511
H 1.3880 4.3678 0.4156
H 0.5162 4.2562 1.9602
H 2.2677 3.9710 1.9362
H 0.4245 0.6873 2.1543
H 0.6886 2.1191 3.1860
H -0.7605 2.0318 2.1520
*
```

Summary:
* Kohn-Sham gap: 5.783 eV
* LUMO energy: -2.27 eV

Here are the Mulliken charges for atoms 1 to 5, given in e:
1. N -0.46
2. C 0.05
3. C 0.19
4. C -0.53
5. C -0.63



Computed relative energy (zero: lowest compared OMol25 entry of this formula, charge and spin), in the same sequence as the records: 0.000 4.767 0.033 17.508 0.633 eV.
Computed maximum force, in the same sequence as the records: 2.00 1.35 1.12 14.88 3.35 eV Å⁻¹.